# 1
The following is a quantum chemistry calculation of 2 unconnected molecules or ions with the total composition C3H7O2S, from the OMol25 dataset.

Element x y z (Å)
S (-2.2722, 1.1499, -0.6126)
H (-1.6473, -0.2133, -2.7463)
H (-0.1619, 2.3028, -0.0733)
H (-3.3097, -0.5299, -2.2050)
C (-0.4713, 1.2088, -0.4501)
H (-0.0820, 1.1578, -1.5563)
O (1.6765, -0.7773, 0.6642)
C (-2.1995, -0.3971, -1.7853)
H (-1.8066, -1.0781, -1.0608)
H (0.0935, 0.4123, -0.0576)
O (3.2575, -1.1494, 2.2868)
C (2.7590, -1.3073, 1.1106)
H (3.2670, -2.0622, 0.6416)

As for the total charge: -1. Its energy above the lowest of the compared OMol25 structures with the same formula, charge and spin is 192.3 kJ/mol. The HOMO energy comes out at -4.022 eV.

# 2
The following is a quantum chemistry calculation of a molecular structure, C3H7O2Zn, from the OMol25 dataset.

Element x y z (Å)
H (-2.3729, -0.6594, 0.4909)
C (1.5461, -0.2844, 0.4042)
O (-0.6773, 0.5206, 0.6216)
O (2.5593, 0.1140, -0.4367)
C (-2.0490, 0.3858, 0.3499)
H (-0.1439, 0.0590, -1.2401)
H (-2.2774, 0.6697, -0.6918)
H (1.7131, -1.3274, 0.7448)
C (0.1609, -0.2395, -0.2185)
H (-2.5856, 1.0694, 1.0176)
H (1.6072, 0.2788, 1.3579)
Zn (2.6794, 0.7044, -2.0536)
H (-0.1600, -1.2911, -0.3463)

Its multiplicity is 2. Its energy above the lowest of the compared OMol25 structures with the same formula, charge and spin is 3.1 kJ/mol. The HOMO energy (spin up / spin down) comes out at -8.169 / -9.328 eV.

Looking at largest force on an atom for the records above, in order, we have 0.1140, 0.0388 hartree/bohr.